# 1
# C2H8NO

A cluster of 2 separate species, C2H8NO in total at a distorted geometry (the ωB97M-V functional and the def2-TZVPD basis, OMol25).

Output
maximum force: 0.060 hartree/bohr
total charge: +1
frontier orbital gap: 0.37206 Eh
E: -5733.7253 eV
E_HOMO: -13.924 eV
energy above the lowest of the compared OMol25 structures with the same formula, charge and spin: 111.8 kJ/mol

Each line ends with the Mulliken charge.
Atoms and positions in Å:
N1 -1.757 0.354 0.803  -0.443
H1 -0.737 0.355 0.485  0.265
H2 -1.796 -0.278 1.625  0.402
H3 -2.255 0.000 0.056  0.381
H4 -2.123 1.295 1.102  0.399
C1 0.931 -0.748 -1.442  -0.731
C2 1.445 -0.342 -0.284  0.123
O1 0.820 0.700 0.477  -0.609
H5 1.426 -1.577 -1.984  0.235
H6 0.129 -0.219 -1.896  0.285
H7 2.329 -0.764 0.216  0.324
H8 1.588 1.225 0.841  0.368

# 2
# CHLiO2Tl

A structure of composition CHLiO2Tl at a distorted geometry (the ωB97M-V functional and the def2-TZVPD basis, OMol25).

Output
maximum force: 0.147 hartree/bohr
total charge: +3
frontier orbital gap (spin up / spin down): 0.31308 / 0.31307 Eh
E: -10001.9977 eV
E_HOMO (spin up / spin down): -29.556 / -29.555 eV
energy above the lowest of the compared OMol25 structures with the same formula, charge and spin: 304.3 kJ/mol

Each line ends with the Mulliken charge.
Atoms and positions in Å:
H1 1.456 1.088 1.062  0.444
O1 0.732 1.282 -0.057  -0.406
C1 0.435 0.549 1.018  0.553
O2 0.212 -0.602 0.785  0.010
Li1 0.040 2.932 -0.632  0.962
Tl1 -0.775 0.069 -0.935  1.437

# 3
# C21H53B2F8N5O3

A cluster of 6 separate species, C21H53B2F8N5O3 in total at a distorted geometry (the ωB97M-V functional and the def2-TZVPD basis, OMol25).

Output
maximum force: 0.043 hartree/bohr
total charge: +2
frontier orbital gap: 0.36735 Eh
E: -59319.8478 eV
E_HOMO: -14.515 eV

Each line ends with the Mulliken charge.
Atoms and positions in Å:
C1 18.249 -3.849 10.610  -1.285
C2 18.386 -3.527 12.093  0.469
N1 18.337 -4.782 12.875  0.603
C3 19.406 -5.586 13.191  -0.390
C4 18.915 -6.697 13.792  -0.739
N2 17.573 -6.458 13.997  0.220
C5 17.255 -5.295 13.444  -0.791
C6 16.569 -7.295 14.645  -0.752
H1 19.090 -4.465 10.298  0.395
H2 18.149 -2.910 10.071  0.415
H3 17.349 -4.439 10.429  0.279
H4 17.591 -2.912 12.508  -0.350
H5 19.346 -3.058 12.313  0.153
H6 20.433 -5.333 12.992  0.560
H7 19.394 -7.635 14.007  0.475
H8 16.283 -4.832 13.360  0.756
H9 16.988 -8.284 14.834  0.326
H10 15.742 -7.487 13.961  0.357
H11 16.249 -6.890 15.600  0.247
C7 11.019 -3.982 14.534  -0.863
N3 11.923 -3.395 15.618  0.113
C8 12.041 -1.936 15.358  -1.029
C9 11.130 -3.556 16.871  -0.949
C10 13.262 -4.115 15.580  0.155
C11 13.954 -4.155 16.926  -0.883
O1 14.232 -2.798 17.368  -0.572
H12 11.651 -3.889 13.649  0.354
H13 10.161 -3.323 14.440  0.374
H14 10.729 -4.982 14.829  0.427
H15 12.498 -1.811 14.377  0.383
H16 12.635 -1.481 16.145  0.443
H17 11.054 -1.481 15.397  0.457
H18 11.716 -3.261 17.741  0.368
H19 10.914 -4.612 17.024  0.398
H20 10.220 -2.967 16.859  0.390
H21 13.776 -3.492 14.849  0.063
H22 13.072 -5.133 15.241  0.258
H23 14.953 -4.589 16.881  0.235
H24 13.326 -4.605 17.688  0.551
H25 14.763 -2.429 16.649  0.099
C12 16.845 3.417 13.191  -0.713
N4 15.594 2.604 13.022  0.115
C13 14.496 3.478 12.489  -0.934
C14 15.856 1.555 11.984  -0.940
C15 15.172 1.911 14.333  0.388
C16 14.480 2.860 15.307  -1.154
O2 15.194 4.015 15.638  -0.505
H26 16.584 4.327 13.717  0.383
H27 17.373 3.506 12.249  0.360
H28 17.487 2.836 13.857  0.277
H29 13.606 2.859 12.421  0.351
H30 14.806 3.938 11.558  0.406
H31 14.340 4.251 13.239  0.458
H32 16.671 0.928 12.321  0.250
H33 16.089 2.070 11.055  0.451
H34 14.943 0.977 11.867  0.464
H35 16.087 1.415 14.641  -0.181
H36 14.443 1.178 13.989  0.218
H37 14.325 2.154 16.142  0.524
H38 13.456 3.044 14.989  0.440
H39 15.812 3.798 16.343  0.364
C17 19.590 -2.422 15.606  -0.897
N5 19.789 -1.253 16.499  0.361
C18 18.483 -0.760 17.014  -0.958
C19 20.671 -1.660 17.664  -0.829
C20 20.483 -0.138 15.748  -0.919
C21 20.019 0.061 14.318  0.455
O3 20.649 1.303 13.978  -0.597
H40 19.119 -3.237 16.153  0.497
H41 20.552 -2.703 15.185  0.457
H42 18.889 -2.159 14.819  0.013
H43 18.611 0.204 17.495  0.383
H44 18.041 -1.509 17.665  0.429
H45 17.801 -0.642 16.171  0.335
H46 21.445 -2.334 17.311  0.350
H47 20.005 -2.219 18.316  0.382
H48 21.069 -0.751 18.102  0.380
H49 21.547 -0.368 15.695  0.364
H50 20.350 0.749 16.363  0.389
H51 18.945 0.158 14.169  -0.108
H52 20.460 -0.700 13.671  0.207
H53 20.436 1.557 13.075  0.355
B1 13.621 -5.539 11.675  0.402
F1 13.306 -6.556 12.615  -0.436
F2 13.404 -4.302 12.313  -0.226
F3 14.989 -5.643 11.321  -0.347
F4 12.845 -5.663 10.538  -0.305
B2 15.943 -1.616 14.332  0.278
F5 16.891 -0.738 13.727  -0.333
F6 16.737 -2.720 14.758  -0.227
F7 15.405 -0.976 15.474  -0.467
F8 14.976 -1.925 13.424  -0.132

# 4
# C36H37MgN7O2P

A structure of composition C36H37MgN7O2P (the ωB97M-V functional and the def2-TZVPD basis, OMol25).

Output
maximum force: 0.012 hartree/bohr
total charge: +1
frontier orbital gap: 0.26479 Eh
E: -67192.3336 eV
E_HOMO: -9.925 eV
energy above the lowest of the compared OMol25 structures with the same formula, charge and spin: 71.2 kJ/mol

Each line ends with the Mulliken charge.
Atoms and positions in Å:
Mg1 -0.327 1.287 1.090  1.446
N1 1.995 0.793 -1.249  -0.467
C1 2.679 -0.183 -0.399  2.882
C2 4.213 -0.076 -0.477  -1.049
C3 4.806 0.276 -1.840  -0.445
C4 4.657 -0.798 -2.915  -1.269
N2 3.276 -1.095 -3.295  -0.024
C5 2.486 -0.238 -3.911  0.955
N3 2.990 0.854 -4.501  -0.429
N4 1.180 -0.509 -4.045  -0.352
C6 2.279 -0.150 1.092  -0.641
O1 2.683 -1.045 1.815  -0.747
O2 1.507 0.824 1.434  -0.861
H1 2.157 1.722 -0.868  0.297
H2 0.993 0.624 -1.140  0.260
H3 2.373 -1.178 -0.734  -1.548
H4 4.636 -1.023 -0.135  0.328
H5 4.555 0.662 0.253  0.392
H6 5.882 0.421 -1.712  0.388
H7 4.413 1.231 -2.196  0.294
H8 5.088 -1.737 -2.566  0.481
H9 5.211 -0.537 -3.819  0.382
H10 2.814 -1.855 -2.814  0.054
H11 3.926 1.146 -4.282  0.212
H12 2.364 1.569 -4.827  0.222
H13 0.776 -1.164 -3.387  -0.147
H14 0.564 0.227 -4.348  0.275
C7 1.847 5.115 2.048  -0.935
C8 1.507 3.768 1.858  -0.170
N5 0.285 3.387 1.535  0.340
C9 -0.670 4.330 1.395  -0.303
C10 -0.427 5.696 1.551  1.004
C11 0.883 6.078 1.890  -0.611
C12 -1.505 6.628 1.358  -0.883
C13 -2.739 6.201 1.016  -0.764
C14 -3.014 4.801 0.841  1.047
C15 -4.269 4.291 0.458  -0.756
C16 -4.424 2.940 0.287  -0.955
C17 -3.332 2.090 0.519  -0.222
N6 -2.159 2.543 0.912  0.210
C18 -1.992 3.874 1.049  -0.141
H15 2.861 5.374 2.319  0.438
H16 2.230 2.970 1.973  0.497
H17 1.117 7.126 2.029  0.444
H18 -1.303 7.684 1.490  0.414
H19 -3.545 6.907 0.865  0.415
H20 -5.094 4.972 0.289  0.449
H21 -5.369 2.516 -0.024  0.481
H22 -3.392 1.020 0.361  0.382
N7 -1.063 -0.089 -0.105  -1.237
P1 -1.193 -1.563 0.331  1.688
C19 -1.036 -2.004 2.103  0.369
C20 -0.671 -1.084 3.073  0.619
C21 -0.565 -1.442 4.410  -1.019
C22 -0.824 -2.747 4.794  -0.616
C23 -1.195 -3.685 3.838  -0.775
C24 -1.304 -3.314 2.509  -0.350
C25 -2.810 -2.356 -0.018  0.318
C26 -3.914 -1.776 0.611  -0.361
C27 -5.191 -2.268 0.412  -0.958
C28 -5.390 -3.361 -0.423  -0.542
C29 -4.304 -3.958 -1.040  -0.778
C30 -3.020 -3.462 -0.835  0.030
C31 0.012 -2.688 -0.476  0.764
C32 1.027 -3.357 0.198  -0.588
C33 1.962 -4.112 -0.503  -0.802
C34 1.875 -4.234 -1.881  -0.525
C35 0.859 -3.572 -2.570  -0.876
C36 -0.047 -2.787 -1.871  -1.073
H23 -0.440 -0.052 2.828  -0.292
H24 -0.270 -0.704 5.144  0.461
H25 -0.739 -3.035 5.833  0.405
H26 -1.404 -4.706 4.131  0.433
H27 -1.608 -4.051 1.775  0.440
H28 -3.764 -0.941 1.288  0.483
H29 -6.032 -1.810 0.917  0.438
H30 -6.387 -3.752 -0.579  0.383
H31 -4.449 -4.821 -1.677  0.437
H32 -2.187 -3.965 -1.307  0.370
H33 1.119 -3.265 1.272  0.364
H34 2.756 -4.612 0.038  0.479
H35 2.585 -4.848 -2.421  0.472
H36 0.778 -3.679 -3.645  0.422
H37 -0.840 -2.262 -2.397  1.149

# 5
# C5H13NO2

A cluster of 2 separate species, C5H13NO2 in total at a distorted geometry (the ωB97M-V functional and the def2-TZVPD basis, OMol25).

Output
maximum force: 0.096 hartree/bohr
frontier orbital gap: 0.36106 Eh
E: -10978.5629 eV
E_HOMO: -9.466 eV
energy above the lowest of the compared OMol25 structures with the same formula, charge and spin: 320.0 kJ/mol

Each line ends with the Mulliken charge.
Atoms and positions in Å:
C1 1.437 -1.544 0.194  -1.560
C2 0.589 -0.593 0.989  0.572
C3 1.118 0.638 1.628  -1.254
C4 -0.632 -0.056 -0.175  0.628
N1 -0.532 1.447 -0.170  -0.758
C5 -2.018 -0.402 0.326  -0.416
O1 -2.627 -1.450 0.168  -0.520
H1 2.047 -1.035 -0.531  0.331
H2 2.045 -2.163 0.765  0.468
H3 0.769 -2.290 -0.287  0.378
H4 0.022 -1.016 1.791  0.280
H5 1.505 1.446 0.969  0.236
H6 1.772 0.313 2.442  0.391
H7 0.265 1.211 2.082  0.348
H8 -0.426 -0.648 -1.046  -0.006
H9 0.308 1.624 -0.661  0.219
H10 -1.226 1.670 -0.746  0.272
H11 -2.681 0.409 0.714  0.378
O2 -0.963 0.900 -2.686  -0.635
H12 -0.283 1.502 -2.878  0.299
H13 -0.487 0.038 -2.887  0.349

# 6
# C3H8ClFNPS

A cluster of 2 separate species, C3H8ClFNPS in total at a distorted geometry (the ωB97M-V functional and the def2-TZVPD basis, OMol25).

Output
maximum force: 0.037 hartree/bohr
frontier orbital gap: 0.28198 Eh
E: -40094.3963 eV
E_HOMO: -9.486 eV
energy above the lowest of the compared OMol25 structures with the same formula, charge and spin: 107.2 kJ/mol

Each line ends with the Mulliken charge.
Atoms and positions in Å:
C1 -1.093 -0.966 -0.005  -0.922
C2 -1.073 1.054 -1.409  -0.906
C3 1.315 -0.183 1.752  -0.176
N1 -0.494 0.326 -0.300  0.168
F1 0.278 0.265 2.512  -0.242
P1 1.106 0.529 0.040  0.305
S1 1.959 2.211 -0.338  -0.320
Cl1 1.863 -2.027 -1.296  -0.490
H1 -0.424 -1.767 -0.338  0.332
H2 -1.280 -1.061 1.064  0.267
H3 -2.040 -1.049 -0.533  0.399
H4 -2.084 1.367 -1.140  0.338
H5 -0.473 1.940 -1.620  0.318
H6 -1.117 0.435 -2.308  0.335
H7 2.248 0.202 2.179  0.323
H8 1.308 -1.276 1.740  0.273

# 7
# C27H15Cl48NO3

A cluster of 13 separate species, C27H15Cl48NO3 in total at a distorted geometry (the ωB97M-V functional and the def2-TZVPD basis, OMol25).

Output
maximum force: 0.030 hartree/bohr
frontier orbital gap: 0.30834 Eh
E: -636945.2670 eV
E_HOMO: -9.481 eV

Each line ends with the Mulliken charge.
Atoms and positions in Å:
C1 3.683 1.971 -0.179  -0.605
O1 3.582 0.664 0.355  -0.028
C2 3.369 -0.278 -0.684  -1.290
C3 2.409 -1.370 -0.308  1.003
C4 1.132 -1.359 -0.706  -1.122
C5 0.546 -0.244 -1.507  0.452
C6 0.498 -0.278 -2.897  0.452
C7 -0.093 0.795 -3.563  -0.420
C8 -0.615 1.866 -2.833  -2.437
C9 -0.530 1.916 -1.447  0.169
C10 0.048 0.839 -0.791  -0.187
C11 0.183 -2.471 -0.348  0.509
O2 -0.845 -2.601 -0.972  -0.581
C12 0.530 -3.359 0.798  0.552
C13 -0.581 -4.175 1.384  -1.554
C14 1.801 -3.367 1.218  0.019
N1 2.164 -4.179 2.332  -0.478
C15 2.841 -2.541 0.515  0.114
O3 4.005 -2.867 0.596  -0.623
H1 3.613 2.675 0.651  0.252
H2 4.631 2.137 -0.707  0.310
H3 2.864 2.182 -0.877  0.058
H4 3.018 0.197 -1.604  0.636
H5 4.336 -0.738 -0.939  0.447
H6 0.916 -1.124 -3.417  0.683
H7 -0.210 0.877 -4.624  0.704
H8 -1.100 2.698 -3.329  1.140
H9 -0.890 2.750 -0.855  -0.200
H10 0.122 0.853 0.292  0.746
H11 -1.549 -3.752 1.116  0.311
H12 -0.545 -5.170 0.928  0.297
H13 -0.486 -4.287 2.460  0.432
H14 3.039 -4.661 2.159  0.346
H15 2.286 -3.551 3.118  0.161
C16 0.060 -1.700 -7.218  0.171
Cl1 -0.344 -3.416 -7.341  0.010
Cl2 -0.114 -1.161 -5.542  -0.025
Cl3 1.728 -1.444 -7.739  -0.116
Cl4 -1.032 -0.762 -8.249  -0.134
C17 2.844 0.746 -11.379  0.315
Cl5 2.869 0.360 -13.103  -0.103
Cl6 1.555 -0.160 -10.584  -0.012
Cl7 4.397 0.309 -10.655  -0.109
Cl8 2.564 2.479 -11.167  -0.097
C18 -3.740 3.638 0.506  0.168
Cl9 -3.828 1.889 0.274  0.045
Cl10 -2.043 4.150 0.521  -0.152
Cl11 -4.582 4.448 -0.817  -0.103
Cl12 -4.491 4.080 2.044  -0.001
C19 -3.291 1.272 4.923  0.176
Cl13 -2.300 1.093 3.469  0.038
Cl14 -5.006 1.192 4.478  -0.058
Cl15 -2.885 -0.014 6.062  -0.078
Cl16 -2.963 2.840 5.667  -0.027
C20 -6.738 5.390 5.849  0.198
Cl17 -6.559 7.136 6.046  -0.102
Cl18 -5.841 4.865 4.417  -0.004
Cl19 -6.098 4.566 7.274  -0.012
Cl20 -8.447 4.989 5.651  -0.098
C21 -5.189 -3.482 5.303  0.288
Cl21 -4.227 -3.935 3.894  -0.055
Cl22 -4.205 -3.644 6.764  -0.108
Cl23 -5.714 -1.806 5.137  -0.019
Cl24 -6.598 -4.542 5.422  -0.106
C22 -4.049 -0.948 -2.775  0.178
Cl25 -2.665 0.153 -2.942  0.075
Cl26 -3.933 -2.224 -3.993  -0.105
Cl27 -4.039 -1.665 -1.161  -0.059
Cl28 -5.557 -0.046 -3.005  -0.110
C23 2.382 4.402 -4.636  0.303
Cl29 2.442 3.996 -6.355  -0.100
Cl30 1.090 3.460 -3.855  -0.012
Cl31 3.931 4.005 -3.881  -0.111
Cl32 2.062 6.132 -4.449  -0.121
C24 -1.660 -7.190 -8.079  0.373
Cl33 -0.414 -6.444 -7.068  -0.105
Cl34 -2.776 -5.944 -8.648  -0.095
Cl35 -0.898 -7.977 -9.465  -0.091
Cl36 -2.546 -8.388 -7.132  -0.091
C25 4.892 -0.332 3.918  0.300
Cl37 5.763 -0.628 2.417  -0.088
Cl38 6.030 -0.304 5.269  -0.049
Cl39 4.056 1.222 3.822  -0.111
Cl40 3.704 -1.618 4.187  -0.125
C26 9.439 2.081 6.700  0.365
Cl41 10.580 2.961 7.721  -0.104
Cl42 8.212 3.194 6.087  -0.085
Cl43 10.301 1.350 5.343  -0.092
Cl44 8.656 0.812 7.650  -0.093
C27 -3.790 2.100 9.820  0.304
Cl45 -4.539 1.149 8.536  -0.018
Cl46 -4.763 1.992 11.290  -0.095
Cl47 -2.166 1.484 10.139  -0.100
Cl48 -3.698 3.789 9.304  -0.094

# 8
# C21H30N5O

A cluster of 2 separate species, C21H30N5O in total at a distorted geometry (the ωB97M-V functional and the def2-TZVPD basis, OMol25).

Output
maximum force: 0.042 hartree/bohr
total charge: +1
frontier orbital gap: 0.21148 Eh
E: -31754.7846 eV
E_HOMO: -9.097 eV
energy above the lowest of the compared OMol25 structures with the same formula, charge and spin: 35.1 kJ/mol

Each line ends with the Mulliken charge.
Atoms and positions in Å:
C1 -3.795 -2.954 6.098  -0.809
O1 -2.610 -2.135 5.967  -0.425
C2 -2.471 -1.371 4.854  0.804
C3 -1.259 -0.645 4.730  -0.785
C4 -1.013 0.102 3.600  -0.209
C5 -1.989 0.215 2.577  -0.247
C6 -1.755 1.135 1.479  -0.261
N1 -2.582 2.130 1.225  0.221
C7 -2.253 3.145 0.220  -0.911
C8 -3.803 2.364 1.999  -0.888
C9 -3.195 -0.520 2.706  -0.565
C10 -3.454 -1.275 3.835  -0.437
H1 -3.613 -3.523 7.009  0.245
H2 -4.693 -2.330 6.207  0.341
H3 -3.913 -3.630 5.238  0.350
H4 -0.548 -0.703 5.551  0.422
H5 -0.082 0.659 3.500  0.450
H6 -0.818 1.109 0.934  0.913
H7 -3.177 3.673 -0.026  0.368
H8 -1.527 3.870 0.619  0.305
H9 -1.824 2.671 -0.670  0.345
H10 -4.148 3.369 1.748  0.410
H11 -4.591 1.645 1.736  0.307
H12 -3.613 2.303 3.080  0.372
H13 -3.941 -0.487 1.911  0.595
H14 -4.414 -1.790 3.947  0.382
C11 3.948 2.899 -1.261  -1.182
N2 3.543 1.772 -2.077  -0.062
C12 4.622 1.195 -2.837  -0.722
C13 4.165 0.189 -3.871  -0.790
N3 3.040 -0.595 -3.434  -0.107
C14 2.874 -1.849 -4.121  -0.795
C15 1.462 -2.387 -4.046  -0.689
N4 0.803 -2.108 -2.796  -0.022
C16 -0.446 -2.821 -2.624  -1.204
C17 1.066 -0.967 -2.094  0.164
C18 0.226 -0.499 -1.056  -0.815
N5 0.425 0.694 -0.486  -0.544
C19 1.460 1.475 -0.828  -1.225
C20 2.410 1.062 -1.794  0.508
C21 2.192 -0.176 -2.460  1.552
H15 3.112 3.585 -1.099  0.351
H16 4.343 2.587 -0.281  0.359
H17 4.743 3.426 -1.797  0.348
H18 5.144 2.026 -3.324  0.394
H19 5.344 0.701 -2.161  0.339
H20 3.921 0.709 -4.813  0.333
H21 4.994 -0.495 -4.089  0.420
H22 3.138 -1.697 -5.175  0.418
H23 3.580 -2.595 -3.718  0.328
H24 0.881 -1.966 -4.886  0.330
H25 1.466 -3.476 -4.162  0.394
H26 -0.660 -2.983 -1.564  0.377
H27 -1.298 -2.290 -3.078  0.363
H28 -0.343 -3.791 -3.119  0.344
H29 -0.625 -1.088 -0.705  0.328
H30 1.551 2.435 -0.315  0.216